F4InN4O14S4 | ωB97M-V/def2-TZVPD

XYZ file:
```
27
Properties=species:S:1:pos:R:3:forces:R:3:lowdin_charge:R:1
In -0.737 -0.314 -0.860 0.912 0.651 0.742 1.319
N 1.717 -1.285 -0.265 1.039 0.147 -3.932 -0.362
S 2.408 -1.835 0.980 -0.752 -1.849 7.469 0.423
O 3.198 -0.874 1.684 -0.156 -0.218 -0.644 -0.238
O 2.813 -3.212 1.009 0.300 0.646 -1.135 -0.259
F 1.034 -1.957 1.856 0.505 0.582 -0.497 -0.220
S 2.924 -1.668 -1.410 -1.041 1.212 -3.623 0.553
O 2.476 -2.661 -2.336 0.210 -0.425 1.179 -0.260
O 4.306 -1.574 -1.039 -1.538 -0.026 0.410 -0.229
F 2.615 -0.376 -2.293 0.385 0.335 0.470 -0.200
N -1.958 -0.155 1.595 -3.087 -1.677 -0.666 -0.365
S -3.543 -0.756 1.902 -1.272 -2.366 -2.490 0.547
O -4.602 0.196 2.047 1.237 -0.214 0.002 -0.244
O -3.559 -1.965 2.662 0.243 0.808 -0.145 -0.250
F -3.748 -1.330 0.395 0.395 0.564 0.166 -0.245
S -1.828 0.526 2.996 4.574 2.958 3.795 0.429
O -1.880 -0.332 4.154 -0.828 0.467 -1.236 -0.251
O -2.393 1.841 3.069 0.001 -0.739 -0.138 -0.261
F -0.238 0.781 2.904 -0.692 0.106 -0.428 -0.198
N 1.749 2.860 -0.356 0.595 1.473 1.633 -0.578
O 2.261 3.737 -1.047 -0.339 -0.814 -0.423 0.156
O 1.161 1.910 -0.891 -0.599 -0.768 -1.109 0.017
O 1.807 2.949 0.865 -0.267 -0.481 -0.323 0.152
N -1.498 1.378 -4.420 -2.294 -0.678 -1.241 -0.591
O -2.492 0.678 -4.670 0.904 0.429 0.413 0.071
O -1.188 2.324 -5.119 0.469 -0.130 0.453 0.129
O -0.806 1.111 -3.411 1.097 0.007 1.297 -0.044
```
Forces are in eV/Å.

Results
Maximum force, eV/Å: 7.731
Energy above the lowest of the compared OMol25 structures with the same formula, charge and spin, kcal/mol: 51.7
Charge: -1
HOMO, eV: -8.08
Spin multiplicity: 1